A structure of composition C26H44BrN3OP2V in a non-equilibrium geometry. Source: OMol25; level of theory: ωB97M-V with the def2-TZVPD basis set.

```
78
Properties=species:S:1:pos:R:3:forces:R:3:lowdin_spin:R:1
N 6.57910 -9.48175 -0.30501 -0.46 0.81 0.13 -0.0007
C 5.24920 -9.60936 -0.16507 0.13 0.15 -0.03 0.0001
C 4.37641 -8.53082 0.01750 0.16 0.39 0.17 -0.0009
C 4.88512 -7.21184 0.06288 1.06 -1.36 -0.44 -0.0009
C 6.28739 -7.08393 -0.08496 -0.59 0.10 -0.07 -0.0008
C 7.06879 -8.22828 -0.26236 -0.13 -0.32 -0.02 0.0001
C 3.97126 -6.08660 0.25242 -0.66 1.50 -0.26 -0.0080
V 0.00000 0.00000 0.00000 -0.54 0.14 0.01 1.9981
P -1.39263 3.73879 -4.96809 1.82 -3.03 3.10 0.6232
C 3.85202 -5.00234 -0.56053 0.72 -1.17 0.27 0.0009
C 2.94694 -3.86806 -0.39525 -0.64 0.71 0.31 -0.0081
C 3.11899 -2.72363 -1.21015 -0.10 0.17 -0.11 -0.0004
C 2.27803 -1.61003 -1.09655 0.11 -0.73 0.09 -0.0057
C 1.21897 -1.58483 -0.16197 -0.15 -0.26 -0.39 -0.0173
C 1.04776 -2.72905 0.65524 0.30 -0.41 -0.25 -0.0054
C 1.88726 -3.84085 0.54481 -0.06 0.19 -0.01 0.0016
Br -1.55035 2.00732 0.20894 -0.13 -0.29 -1.08 0.0225
H 3.33478 -6.15649 1.14368 0.11 0.01 -0.34 -0.0003
H 4.49320 -4.94525 -1.45039 -0.16 -0.09 0.37 0.0002
H 3.30003 -8.70708 0.12476 0.45 0.02 -0.05 0.0000
H 6.76886 -6.10121 -0.06247 -0.22 -0.36 0.04 0.0000
H 4.85389 -10.63420 -0.20053 0.20 0.49 0.01 0.0000
H 8.15745 -8.13198 -0.37744 -0.52 -0.06 0.06 0.0000
H 3.93172 -2.71693 -1.94740 -0.34 -0.03 0.30 0.0000
H 1.71844 -4.70325 1.19935 0.05 0.35 -0.31 0.0003
H 2.44893 -0.74638 -1.75012 0.04 -0.29 0.12 -0.0005
H 0.23865 -2.75003 1.39498 0.42 -0.07 -0.27 -0.0008
P 1.80616 1.38611 0.50191 1.43 0.20 1.36 -0.0106
C -1.92836 1.94018 -5.06848 -0.95 0.05 -0.53 0.0902
C -2.38493 1.52095 -6.47191 -0.12 -0.18 -0.55 0.0087
H -2.72302 1.74613 -4.32086 0.31 0.45 -0.41 0.0013
H -1.05025 1.34016 -4.76346 -0.18 0.57 0.00 0.0161
H -3.07326 0.65813 -6.42319 0.41 0.39 -0.02 -0.0002
H -2.91880 2.33970 -6.98761 0.15 -0.46 0.23 0.0041
H -1.52309 1.23719 -7.10121 -0.41 0.14 0.23 0.0002
C 0.46208 3.44679 -5.04775 0.26 0.36 -1.22 0.0901
C 1.26998 4.64867 -5.55396 0.28 0.45 -0.04 0.0079
H 0.59845 2.58891 -5.73408 -0.18 0.43 0.22 0.0009
H 0.82703 3.12206 -4.05301 -0.67 0.19 -0.25 0.0158
H 2.25642 4.32788 -5.93442 -0.50 0.13 0.20 -0.0002
H 0.74154 5.16889 -6.37277 0.36 -0.25 0.30 0.0037
H 1.44988 5.38347 -4.74998 -0.13 -0.28 -0.35 0.0002
C -1.63145 4.00791 -3.11969 -0.24 0.99 0.05 0.0986
C -2.86892 4.84424 -2.76402 -0.47 0.24 0.14 0.0082
H -0.71149 4.45183 -2.69023 -0.40 -0.05 -0.55 0.0024
H -1.73249 2.99964 -2.67562 0.17 0.21 -0.47 0.0165
H -2.75345 5.31888 -1.77270 -0.06 -0.33 -0.48 -0.0003
H -3.04723 5.64748 -3.49967 0.11 -0.25 0.41 0.0038
H -3.77502 4.21377 -2.73806 0.38 0.30 -0.01 0.0001
C 1.28520 2.77782 1.61991 -0.33 -0.05 0.07 -0.0010
C 2.12151 3.08035 2.86996 0.26 -0.07 0.09 -0.0009
H 0.25796 2.49952 1.91474 0.59 0.37 -0.03 -0.0001
H 1.20261 3.66474 0.96332 -0.08 -0.37 0.28 0.0001
H 2.03903 2.26290 3.60574 0.09 0.33 -0.32 0.0000
H 3.18884 3.23757 2.64461 -0.37 -0.02 0.09 0.0000
H 1.74169 3.99723 3.35520 0.15 -0.41 -0.27 -0.0001
C 2.68141 2.15951 -0.94496 -0.38 0.38 -0.04 -0.0015
C 4.09211 1.67606 -1.30499 0.32 -0.14 -0.12 -0.0002
H 2.69838 3.23988 -0.71608 0.00 -0.39 -0.11 -0.0005
H 1.98726 2.05828 -1.79967 0.29 -0.04 0.23 -0.0005
H 4.86159 2.22860 -0.73933 -0.37 -0.30 -0.18 0.0000
H 4.23527 0.60071 -1.11274 -0.02 0.45 -0.18 0.0000
H 4.28273 1.85361 -2.37830 -0.05 -0.07 0.49 0.0001
C 3.05518 0.34618 1.40661 0.99 0.84 -0.36 0.0010
C 2.60878 -0.51049 2.59779 -0.69 -0.11 0.07 0.0017
H 3.82358 1.07159 1.73060 -0.13 -0.29 -0.07 -0.0007
H 3.53552 -0.25377 0.61207 -0.34 0.16 0.53 -0.0002
H 3.17201 -1.45815 2.64834 -0.19 0.49 -0.10 0.0001
H 2.72945 0.01126 3.56034 0.00 -0.12 -0.44 0.0001
H 1.54007 -0.76837 2.48854 0.49 -0.04 0.24 0.0010
N -2.73539 -1.10669 0.65665 -0.82 -0.62 0.07 0.0048
C -1.95241 -1.02761 1.75846 -2.46 -0.85 0.69 0.0075
N -2.43036 -1.40916 2.96640 -0.58 -0.19 -0.11 0.0041
O -0.80398 -0.61459 1.67124 2.44 0.68 0.06 0.0269
H -3.70446 -1.45095 0.72425 0.98 0.37 -0.27 0.0003
H -2.37528 -0.82767 -0.26686 -0.72 -0.23 1.05 0.0032
H -1.83403 -1.35048 3.80541 -0.55 0.02 -0.98 0.0001
H -3.39388 -1.75962 3.06811 1.03 0.35 0.01 0.0000
```
Forces are in eV/Å.

DFT total energy   -148485.9287 eV
Total charge   +2
HOMO-LUMO gap (alpha / beta)   0.225 / 0.107 hartree
Energy relative to the best compared isomer or geometry (same formula, charge and spin)   0.0 kcal/mol
2S+1   4
<S²>   3.7791

=====

The ion C5H6ClN5 with charge +2 in a non-equilibrium geometry. Source: OMol25; level of theory: ωB97M-V with the def2-TZVPD basis set.

```
17
Properties=species:S:1:pos:R:3:forces:R:3:nbo_charge:R:1
C 0.35236 -1.02986 0.85431 -0.90 0.90 0.63 0.2458
C 2.41117 1.45576 0.35433 2.20 1.03 2.47 0.2663
C 1.43866 -0.43368 -0.02193 0.52 -2.39 -1.21 -0.1456
C -1.86191 -0.65026 -0.16376 1.71 1.78 0.75 0.5794
C 1.00133 0.61674 -0.98850 -2.35 0.26 0.53 0.7144
N -0.89714 -1.05268 0.78351 -0.46 -1.12 -0.52 -0.3811
N 2.36291 0.26512 0.79453 0.31 0.47 -0.14 -0.2753
N -1.56205 0.40889 -0.88187 1.90 0.07 0.61 -0.4292
N 1.60325 1.73994 -0.74052 -1.40 -1.79 -0.60 -0.5280
N -3.04514 -1.10856 0.09007 -0.59 -0.18 -0.95 -0.6294
Cl 2.20679 -2.06864 -0.62358 -0.79 2.04 0.12 0.1726
H 0.74671 -1.35540 1.80811 0.47 -0.26 0.09 0.2718
H 2.94781 2.30788 0.82803 -0.15 -0.85 -0.42 0.2817
H -2.14016 0.85114 -1.57549 0.10 0.01 -1.01 0.4402
H 1.45166 2.70582 -0.96533 -0.60 0.56 -1.02 0.5012
H -3.11003 -1.74190 0.84964 -0.10 -0.70 1.00 0.4576
H -3.90622 -0.91031 -0.40156 0.12 0.16 -0.35 0.4577
```
Forces are in eV/Å.

DFT total energy   -25229.7610 eV
Total charge   +2
HOMO-LUMO gap (alpha / beta)   0.208 / 0.207 hartree
Energy relative to the best compared isomer or geometry (same formula, charge and spin)   134.5 kcal/mol